No. 1
Formula: C3H2Cl3O4
Source: the Open Molecules 2025 dataset
Level of theory: wB97M-V/def2-TZVPD

```
12
Properties=species:S:1:pos:R:3:forces:R:3
C 0.183 1.303 0.351 -0.839 1.514 -1.159
C 0.314 0.101 -0.564 -0.135 0.873 0.647
C -0.454 -1.069 0.087 -1.905 0.576 -1.364
O 1.002 2.193 0.271 0.350 -0.453 0.782
O -0.989 1.375 0.917 0.257 0.909 0.249
O 1.582 -0.035 -0.983 -0.265 -0.380 0.084
O -1.659 -0.922 0.246 1.084 -0.579 0.154
Cl -0.032 -1.538 2.699 0.355 0.346 -0.324
Cl -0.853 0.629 -2.004 0.815 -0.343 0.247
Cl 0.264 -2.490 -0.379 0.702 -2.422 -0.178
H 1.998 0.819 -0.747 0.000 0.008 -0.048
H -1.504 0.610 0.532 -0.418 -0.048 0.910
```
Forces are in eV/Å.

Output
* net charge: -1


No. 2
Formula: C24H44F3IN8O3S
Source: the Open Molecules 2025 dataset
Level of theory: wB97M-V/def2-TZVPD

```
84
Properties=species:S:1:pos:R:3:forces:R:3
C 0.651 5.053 0.144 0.075 -0.297 -0.127
C 0.139 3.672 -0.321 0.873 -0.064 0.086
C 0.478 2.608 0.739 -0.517 0.690 0.190
N -0.150 1.324 0.571 0.176 -0.207 -0.138
C 0.535 0.170 0.125 0.076 0.604 0.297
C 1.113 0.465 -1.283 0.380 -0.370 -0.249
O 0.091 1.008 -2.097 0.110 -0.028 0.270
C 0.423 1.410 -3.363 0.349 -0.822 0.156
C 1.142 0.414 -4.231 0.252 -0.203 0.092
O 0.082 2.477 -3.736 -0.515 1.014 -0.405
N 1.724 -0.068 1.035 -0.418 -1.045 -0.205
C 3.008 -0.471 0.489 0.929 0.206 -0.137
C 4.017 0.687 0.316 -0.171 -0.128 0.224
C 5.072 0.317 -0.685 -0.020 0.239 -0.163
F 4.527 0.139 -1.916 -0.110 -0.114 -0.065
F 5.993 1.274 -0.821 0.166 0.138 0.066
F 5.708 -0.820 -0.379 0.029 -0.196 0.092
C 1.439 -0.314 2.406 0.231 -0.028 0.296
I 1.812 1.415 3.773 -0.367 0.379 -0.075
N 2.325 -1.358 2.951 -0.583 0.725 -0.031
C 3.373 -1.061 3.488 0.993 -1.117 -0.759
S 4.872 -0.944 3.872 0.005 0.146 0.511
C 0.009 -0.864 2.684 -0.400 0.198 0.658
N -1.021 0.082 3.003 0.247 -0.094 -0.417
N -0.254 -1.760 1.505 0.608 -0.396 -0.500
C -1.180 -2.923 1.807 -0.049 -0.472 0.503
C -2.280 -2.584 2.777 0.239 0.061 -0.034
N -3.460 -2.512 2.380 -0.223 -0.339 -0.235
C -0.441 -1.082 0.140 -0.933 0.230 -0.369
C -1.964 -0.763 0.007 -0.121 0.215 0.002
C -2.509 0.249 -1.014 -0.527 -0.128 -0.191
C -2.676 -0.295 -2.434 -0.155 0.297 -0.067
C -3.450 0.678 -3.376 0.218 0.285 -0.035
N -3.833 1.950 -2.754 -0.096 -0.018 -0.023
C -0.148 -2.124 -0.971 0.419 -0.165 -0.202
C 1.164 -2.912 -1.005 0.047 0.071 -0.052
C 2.032 -2.816 -2.243 -0.356 0.158 -0.168
N 1.535 -3.743 -0.119 -0.018 -0.043 0.100
H 1.232 4.947 1.066 -0.158 0.121 0.068
H -0.166 5.753 0.310 0.113 0.046 0.082
H 1.341 5.474 -0.590 -0.187 0.126 -0.001
H -0.931 3.672 -0.527 0.063 -0.034 -0.099
H 0.692 3.414 -1.228 -0.471 -0.048 -0.181
H 0.156 3.016 1.706 0.038 -0.132 -0.010
H 1.568 2.532 0.817 -0.071 -0.269 -0.017
H -1.090 1.232 0.897 0.070 -0.026 0.270
H 1.555 -0.408 -1.763 -0.110 -0.066 0.067
H 1.927 1.186 -1.181 -0.186 0.142 0.085
H 1.286 0.844 -5.218 -0.035 -0.025 0.053
H 2.117 0.155 -3.807 -0.025 0.054 -0.064
H 0.567 -0.512 -4.305 -0.038 0.083 -0.002
H 3.516 -1.206 1.108 -0.302 -0.035 0.124
H 2.918 -1.005 -0.454 -0.358 0.218 -0.017
H 3.555 1.608 -0.038 -0.033 -0.025 0.056
H 4.503 0.897 1.271 0.027 0.091 -0.074
H 0.143 -1.563 3.518 0.183 -0.083 -0.188
H -0.967 0.294 3.995 0.052 0.088 -0.092
H -1.971 -0.267 2.881 0.146 -0.048 -0.046
H 0.667 -2.203 1.398 -0.006 0.066 0.009
H -1.618 -3.328 0.901 0.044 0.282 -0.097
H -0.560 -3.711 2.251 0.168 0.193 -0.034
H -2.003 -2.380 3.818 0.053 -0.022 0.042
H -4.007 -2.180 3.224 -0.567 0.574 0.256
H -2.484 -1.696 -0.227 0.153 -0.054 0.206
H -2.368 -0.493 0.984 0.148 0.129 -0.061
H -3.529 0.458 -0.671 0.118 0.017 0.103
H -2.018 1.216 -1.018 0.147 -0.156 -0.013
H -3.233 -1.237 -2.377 0.198 -0.052 -0.048
H -1.710 -0.479 -2.909 -0.054 -0.227 0.142
H -2.795 0.913 -4.220 -0.103 -0.106 -0.030
H -4.327 0.175 -3.790 0.058 -0.044 0.029
H -3.486 2.740 -3.277 0.023 -0.026 0.021
H -4.835 2.052 -2.677 0.029 -0.030 0.036
H -0.266 -1.600 -1.920 -0.047 0.077 0.153
H -0.944 -2.872 -0.982 0.003 0.084 0.148
H 2.970 -2.294 -2.048 0.043 -0.164 -0.004
H 2.241 -3.825 -2.597 0.194 0.062 0.117
H 1.513 -2.287 -3.043 0.059 0.002 0.013
H 0.847 -3.866 0.621 0.002 -0.069 0.032
C -3.988 0.154 3.739 -0.018 0.452 0.044
O -4.333 -0.982 4.371 0.301 -0.380 -0.226
H -4.712 0.992 3.836 -0.077 -0.100 -0.033
H -3.020 0.624 4.078 -0.393 -0.001 0.169
H -3.854 0.066 2.610 -0.034 -0.069 0.111
```
Forces are in eV/Å.


No. 3
Formula: C7H12
Source: the Open Molecules 2025 dataset
Level of theory: wB97M-V/def2-TZVPD

```
19
Properties=species:S:1:pos:R:3:forces:R:3
C 0.574 -2.224 0.995 -0.013 -0.029 -0.002
C 0.822 -0.737 0.784 0.090 -0.070 0.074
C 0.820 -0.247 -0.692 0.067 -0.021 -0.142
C -0.301 0.731 -0.339 -0.068 0.067 -0.064
C -0.409 2.159 -0.771 0.111 0.151 0.044
C -1.442 1.154 -1.208 -0.120 -0.104 -0.053
C -0.375 0.205 1.094 -0.106 0.045 0.123
H 1.407 -2.827 0.615 -0.098 0.103 0.057
H -0.334 -2.546 0.469 0.127 0.093 0.057
H 0.440 -2.462 2.057 0.039 0.062 -0.144
H 1.731 -0.429 1.314 -0.131 -0.056 -0.073
H 1.749 0.216 -1.043 -0.135 -0.098 0.071
H 0.524 -1.027 -1.404 0.036 0.103 0.087
H 0.293 2.525 -1.516 -0.085 -0.081 0.102
H -0.701 2.899 -0.029 0.042 -0.130 -0.085
H -1.435 0.837 -2.248 0.003 0.038 0.152
H -2.429 1.211 -0.757 0.144 -0.012 -0.064
H -1.300 -0.338 1.324 0.114 0.079 -0.035
H -0.203 0.955 1.874 -0.016 -0.142 -0.105
```
Forces are in eV/Å.


No. 4
Formula: C3H9NS
Source: the Open Molecules 2025 dataset
Level of theory: wB97M-V/def2-TZVPD

```
14
Properties=species:S:1:pos:R:3:forces:R:3
C 0.030 -0.585 -1.365 0.674 0.070 0.102
C 0.549 0.296 -0.500 -0.775 0.319 -0.006
N -0.124 0.887 0.556 0.374 0.459 -0.223
C 0.344 2.184 1.020 -0.283 0.047 0.125
H -1.031 -0.745 -1.488 -0.044 -0.293 0.357
H 0.737 -1.199 -1.906 -0.213 0.270 -0.558
H 1.550 0.696 -0.628 0.316 -0.610 0.347
H -1.126 0.806 0.534 -0.138 -0.190 -0.029
H -0.241 2.482 1.890 0.022 -0.019 -0.022
H 1.384 2.128 1.340 0.043 -0.093 -0.089
H 0.247 2.970 0.266 0.053 0.070 -0.044
S -1.236 -3.602 0.390 0.149 0.012 -0.028
H -1.071 -3.139 -0.858 -0.022 -0.036 0.101
H -0.012 -3.179 0.750 -0.156 -0.005 -0.031
```
Forces are in eV/Å.


No. 5
Formula: C6H5BiO3
Source: the Open Molecules 2025 dataset
Level of theory: wB97M-V/def2-TZVPD

```
15
Properties=species:S:1:pos:R:3:forces:R:3
O -0.360 0.404 -0.161 0.917 -0.315 -0.314
C -1.495 0.677 -0.021 -5.031 1.012 -0.284
O 3.641 0.024 0.312 -1.865 0.473 0.286
C 4.776 -0.237 0.194 8.185 -1.649 -0.632
O 5.889 -0.473 0.098 -2.679 0.506 0.181
Bi 1.640 0.375 0.321 0.160 0.465 0.720
C -2.761 0.971 0.040 1.418 -0.273 0.029
C -3.764 0.224 0.865 1.075 0.299 2.193
H -3.064 1.829 -0.569 0.009 0.157 -0.134
H -4.616 0.879 1.145 0.514 -0.226 -0.561
H -3.406 -0.119 1.849 0.498 0.234 -0.329
C -4.320 -1.017 0.215 -2.547 0.702 -2.208
C -5.428 -0.797 -0.334 0.157 -1.417 1.679
H -4.566 -1.663 -1.040 0.119 0.613 0.758
H -6.442 -0.625 0.035 -0.930 -0.581 -1.385
```
Forces are in eV/Å.

Output
* net charge: +4


No. 6
Formula: C4H10N2O4S
Source: the Open Molecules 2025 dataset
Level of theory: wB97M-V/def2-TZVPD

```
21
Properties=species:S:1:pos:R:3:forces:R:3
C 2.351 0.725 0.532 1.209 5.995 0.753
C 0.307 0.750 -2.967 -0.684 1.669 2.238
C -0.581 0.027 3.704 -1.555 1.139 -2.000
C -0.700 0.239 -2.028 -0.022 -0.941 1.112
N -0.444 -0.444 -0.972 0.107 -0.043 -1.815
N 2.290 -0.446 0.720 -0.118 0.702 2.847
O 2.530 1.917 0.545 -0.834 -2.602 -0.130
O -0.402 2.304 2.418 -1.176 0.018 1.600
O -1.439 0.384 1.237 -0.569 -0.496 -0.514
O 2.165 -1.261 -0.274 -2.850 -3.930 -4.804
S -1.556 1.101 2.494 2.149 0.704 1.093
H 0.136 0.698 -3.963 -1.266 -0.829 -3.156
H 0.226 1.827 -2.823 0.492 0.401 0.222
H 1.283 0.436 -2.833 1.959 -0.686 0.811
H 0.332 -0.153 3.122 -0.013 0.027 0.753
H -0.596 0.553 4.650 0.566 -0.168 0.130
H -1.258 -0.815 3.676 0.180 -0.619 0.458
H 1.169 -1.125 -0.712 2.023 -0.013 1.480
H -1.298 -0.647 -0.451 0.498 0.154 0.056
H 0.067 2.395 1.598 0.281 -0.398 -1.035
H -1.708 0.594 -2.210 -0.375 -0.085 -0.102
```
Forces are in eV/Å.


Number 1: HOMO-LUMO gap 7.55 eV, total energy -48902.7155 eV, M 208.40 g mol⁻¹. Number 2: HOMO-LUMO gap 5.08 eV, total energy -70747.8966 eV, M 708.63 g mol⁻¹. Number 3: HOMO-LUMO gap 10.93 eV, total energy -7452.1806 eV, M 96.17 g mol⁻¹. Number 4: HOMO-LUMO gap 9.12 eV, total energy -15581.1118 eV, M 91.18 g mol⁻¹. Number 5: HOMO-LUMO gap 5.39 eV, total energy -18223.1796 eV, M 334.08 g mol⁻¹. Number 6: HOMO-LUMO gap 9.88 eV, total energy -26311.0823 eV, M 182.20 g mol⁻¹.